{"formula": "C30H36Br2CrN8O5S2", "method": "ωB97M-V with the def2-TZVPD basis set", "lumo_ev": [-3.38, -3.48], "multiplicity": 4, "gap_ev": [7.574, 7.476], "total_energy_ev": -244029.930, "total_charge": 1, "symbols": ["Cr", "Br", "C", "C", "C", "N", "C", "C", "C", "C", "C", "Br", "C", "C", "N", "H", "H", "H", "H", "H", "H", "C", "C", "N", "C", "C", "N", "C", "O", "O", "C", "O", "O", "H", "H", "H", "H", "H", "N", "C", "S", "C", "C", "C", "N", "C", "C", "H", "H", "H", "H", "H", "H", "C", "C", "C", "O", "H", "H", "H", "H", "H", "H", "H", "C", "N", "C", "C", "S", "N", "C", "C", "H", "H", "H", "H", "H", "H", "H", "H", "H", "H", "H", "H"], "positions_angstrom": [[0.82565, 0.10385, 0.20451], [-0.24530, 1.26911, 6.72572], [0.09317, 0.90131, 4.92120], [0.21391, -0.40673, 4.48432], [0.46298, -0.61958, 3.14228], [0.59793, 0.37610, 2.26836], [0.45352, 1.63936, 2.68801], [0.20459, 1.94366, 4.01481], [0.53393, 2.66477, 1.62139], [0.55710, 4.02193, 1.89046], [0.63193, 4.90731, 0.82759], [0.65219, 6.75252, 1.14868], [0.68357, 4.42003, -0.46570], [0.65768, 3.04942, -0.64101], [0.58376, 2.18725, 0.36981], [0.10953, -1.23976, 5.16337], [0.54764, -1.61630, 2.73393], [0.08064, 2.96237, 4.34776], [0.53311, 4.39450, 2.90285], [0.74930, 5.08051, -1.31758], [0.70830, 2.63166, -1.63566], [-3.19675, 4.16731, 0.12920], [-3.29878, 2.73103, 0.50844], [-2.38705, 1.80488, 0.29653], [-2.92431, 0.63112, 0.76915], [-4.17827, 0.86407, 1.28594], [-4.38748, 2.19976, 1.10670], [-5.27769, 0.09907, 1.94647], [-5.09541, -1.18787, 2.13141], [-6.27410, 0.69526, 2.27766], [-2.21867, -0.67244, 0.67778], [-2.85999, -1.70870, 0.91210], [-0.99525, -0.70402, 0.32235], [-2.19839, 4.54026, 0.34898], [-3.92034, 4.77087, 0.67487], [-3.38051, 4.29959, -0.93785], [-5.24178, 2.65311, 1.39946], [-4.19248, -1.45776, 1.78817], [-1.22547, -0.36636, -6.49588], [-0.01787, 0.06044, -6.09292], [1.15398, 0.60507, -7.09409], [0.18079, 0.05871, -4.61099], [-0.82618, 0.48162, -3.74728], [-0.57896, 0.50926, -2.38888], [0.59594, 0.12897, -1.87112], [1.56295, -0.28918, -2.69674], [1.39800, -0.32940, -4.06569], [-1.41854, -0.39643, -7.48401], [-1.86299, -0.82603, -5.86824], [-1.78251, 0.82203, -4.12080], [-1.32373, 0.85589, -1.68067], [2.48384, -0.59826, -2.22301], [2.20579, -0.64620, -4.70969], [3.91239, 2.47699, 0.49279], [3.48692, 1.35776, -0.45141], [4.71764, 0.62105, -0.96822], [2.64953, 0.44024, 0.20703], [4.63122, 3.14103, 0.00916], [4.38594, 2.03990, 1.37370], [3.06706, 3.08145, 0.82380], [2.96720, 1.80823, -1.31490], [5.32240, 0.27846, -0.12694], [5.33136, 1.26992, -1.59512], [4.43785, -0.26009, -1.54670], [1.95249, -4.25287, 2.37749], [1.01593, -4.47272, 1.27998], [0.82727, -5.89499, 0.98452], [0.76286, -3.52110, 0.35439], [1.81656, -2.15519, 0.27412], [-0.25262, -3.71856, -0.48786], [-1.44759, -4.48679, -0.13771], [-0.33857, -3.01627, -1.76067], [1.70178, -4.95225, 3.17415], [1.88732, -3.23811, 2.75382], [2.98197, -4.42928, 2.05820], [1.78364, -6.40113, 1.12325], [0.51613, -6.03818, -0.04399], [0.09324, -6.34780, 1.65158], [-1.45361, -4.70107, 0.92658], [-1.50704, -5.41822, -0.70258], [-2.31170, -3.86347, -0.35564], [0.66012, -2.80578, -2.13492], [-0.89876, -2.08888, -1.65554], [-0.85179, -3.67127, -2.46481]], "forces_ev_per_a": [[0.1, -0.2, 0.0], [0.0, 0.0, 0.0], [0.0, 0.0, 0.0], [0.0, 0.0, 0.0], [0.0, 0.0, 0.0], [0.0, 0.0, 0.0], [0.0, 0.0, 0.0], [0.0, 0.0, 0.0], [0.0, 0.0, 0.0], [0.0, 0.0, 0.0], [0.0, 0.0, 0.0], [0.0, 0.0, 0.0], [0.0, 0.0, 0.0], [0.0, 0.0, 0.0], [-0.1, 0.0, 0.0], [0.0, 0.0, 0.0], [0.0, 0.0, 0.0], [0.0, 0.0, 0.0], [0.0, 0.0, 0.0], [0.0, 0.0, 0.0], [0.0, 0.0, 0.0], [0.0, 0.0, 0.0], [0.0, 0.0, 0.0], [0.0, 0.0, -0.1], [0.0, 0.0, 0.1], [0.0, 0.0, 0.0], [0.0, 0.0, 0.0], [0.0, 0.0, 0.0], [0.2, 0.0, 0.2], [0.0, 0.0, 0.0], [0.0, -0.3, -0.1], [0.1, 0.1, 0.3], [0.0, 0.3, -0.2], [0.0, 0.0, 0.0], [0.0, 0.0, 0.0], [0.0, 0.0, 0.0], [0.0, 0.0, 0.0], [-0.3, -0.1, -0.3], [0.0, 0.0, 0.0], [0.0, 0.0, 0.0], [0.0, 0.0, 0.0], [0.0, 0.0, 0.0], [0.0, 0.0, 0.0], [0.0, 0.0, 0.0], [0.0, 0.0, 0.0], [0.0, 0.0, 0.0], [0.0, 0.0, 0.0], [0.0, 0.0, 0.0], [0.0, 0.0, 0.0], [0.0, 0.0, 0.0], [0.0, 0.0, 0.0], [0.0, 0.0, 0.0], [0.0, 0.0, 0.0], [0.0, 0.0, 0.0], [0.0, 0.0, 0.0], [0.0, 0.0, 0.0], [0.0, 0.0, 0.0], [0.0, 0.0, 0.0], [0.0, 0.0, 0.0], [0.0, 0.0, 0.0], [0.0, 0.0, 0.0], [0.0, 0.0, 0.0], [0.0, 0.0, 0.0], [0.0, 0.0, 0.0], [0.0, 0.0, 0.0], [0.1, 0.0, -0.1], [0.0, 0.0, 0.0], [0.0, 0.0, 0.2], [0.0, -0.1, 0.0], [0.0, 0.0, -0.1], [0.0, 0.1, 0.1], [0.0, -0.1, 0.1], [0.0, 0.0, 0.0], [0.0, 0.0, 0.0], [0.0, 0.0, 0.0], [0.0, 0.0, 0.0], [0.0, 0.0, 0.0], [0.0, 0.0, 0.0], [0.0, 0.0, 0.0], [0.0, 0.0, 0.0], [0.0, 0.0, 0.0], [0.0, 0.0, 0.0], [0.0, 0.0, 0.0], [0.0, 0.0, 0.0]], "mulliken_spin": [3.130, 0.001, 0.005, -0.003, 0.010, -0.065, 0.022, -0.001, 0.012, 0.000, 0.004, 0.001, -0.003, 0.022, -0.121, 0.000, -0.003, 0.000, 0.000, 0.000, 0.000, -0.001, -0.001, 0.011, 0.010, 0.003, 0.000, 0.000, 0.000, 0.000, -0.010, 0.009, -0.014, 0.000, 0.000, 0.000, 0.000, -0.001, 0.000, -0.002, 0.003, 0.007, -0.009, 0.039, -0.099, 0.036, -0.006, 0.000, 0.000, 0.000, -0.009, -0.001, 0.000, 0.006, 0.020, 0.001, 0.043, 0.000, 0.001, -0.004, -0.001, 0.000, 0.000, -0.001, 0.000, -0.002, 0.000, 0.006, -0.048, 0.002, 0.000, -0.004, 0.000, 0.000, 0.001, 0.000, 0.000, 0.000, 0.000, 0.000, 0.000, 0.002, 0.003, -0.001]}